w) Density functional theory data (ωB97M-V with the def2-TZVPD basis set) for a molecular structure, C36H27F5N4OPSSeSn.

HOMO level	-9.8520	eV
frontier orbital gap	6.73	eV
lowest unoccupied orbital energy	-3.12	eV
charge	+1

Last column: Mulliken charge in e.
CARTESIAN COORDINATES (ANGSTROEM)
Sn: -0.2082 0.0638 0.7463  0.4733
N: 1.9830 -1.5623 0.3012  -0.1107
C: 1.8910 -2.6677 -0.6120  -0.0150
C: 2.8041 -3.7178 -0.5587  -0.5805
C: 2.7348 -4.7546 -1.4707  -0.6473
C: 1.7592 -4.7510 -2.4621  -0.7911
C: 0.8395 -3.7223 -2.5061  -0.1266
C: 0.8812 -2.6829 -1.5724  0.1873
P: -0.4388 -1.4407 -1.5763  1.5847
C: -1.9598 -2.4287 -1.5297  0.6781
C: -1.9817 -3.6309 -0.8260  -0.7126
C: -3.1608 -4.3503 -0.7076  -1.2956
C: -4.3257 -3.8864 -1.3011  -0.3082
C: -4.3145 -2.6842 -1.9934  -1.3307
C: -3.1439 -1.9478 -2.0901  -0.4041
C: -0.3566 -0.6523 -3.2052  0.8137
C: -1.0479 -1.1109 -4.3246  -0.4267
C: -0.8803 -0.4802 -5.5489  -0.7955
C: -0.0178 0.5994 -5.6671  -0.6790
C: 0.6890 1.0480 -4.5602  -0.6040
C: 0.5184 0.4259 -3.3343  -0.6423
H: 2.3282 -1.8558 1.2092  0.2894
H: 2.6404 -0.8759 -0.0587  0.1602
H: 3.5809 -3.7047 0.1963  0.4431
H: 3.4522 -5.5626 -1.4185  0.4128
H: 1.7125 -5.5533 -3.1854  0.4463
H: 0.0606 -3.7335 -3.2592  0.3430
H: -1.0783 -4.0192 -0.3727  0.4532
H: -3.1647 -5.2822 -0.1581  0.4331
H: -5.2404 -4.4597 -1.2239  0.5649
H: -5.2186 -2.3182 -2.4632  0.4908
H: -3.1550 -1.0129 -2.6372  0.6089
H: -1.7168 -1.9570 -4.2476  0.4681
H: -1.4210 -0.8402 -6.4140  0.4580
H: 0.1117 1.0838 -6.6260  0.4228
H: 1.3764 1.8791 -4.6541  0.5042
H: 1.0790 0.7685 -2.4727  0.3313
N: 1.6549 4.1184 -0.6625  0.0042
C: 2.9837 4.3490 -0.2331  -0.0773
C: 3.4909 5.6355 -0.2514  -0.6470
C: 4.7918 5.8774 0.1699  -0.5953
C: 5.5825 4.8292 0.6062  -0.7411
C: 5.0702 3.5386 0.6241  -0.6626
C: 3.7732 3.2957 0.2073  0.9268
S: 3.1525 1.6400 0.2669  -0.2150
N: 1.5708 1.7801 -0.3462  -0.1573
C: 1.0512 2.9040 -0.6814  0.3889
C: -0.3570 2.8583 -1.1760  0.7270
C: -0.8987 3.8396 -1.9877  -0.9189
C: -2.2022 3.6878 -2.4460  -0.9411
C: -2.9179 2.5670 -2.0748  -0.8151
C: -2.3026 1.6334 -1.2556  0.3673
N: -1.0561 1.7736 -0.8165  0.3688
H: 1.0878 4.9285 -0.8376  0.2129
H: 2.8676 6.4523 -0.5955  0.3887
H: 5.1803 6.8860 0.1542  0.3965
H: 6.5963 5.0080 0.9354  0.3980
H: 5.6857 2.7168 0.9693  0.3954
H: -0.3172 4.6933 -2.3063  0.4480
H: -2.6417 4.4377 -3.0896  0.4490
H: -3.9366 2.4053 -2.3972  0.5350
H: -2.8257 0.7517 -0.9101  -0.0115
O: 1.0987 -0.5551 3.6341  -0.5204
H: 0.4152 -1.0599 4.0912  0.2952
H: 1.4922 0.0021 4.3145  0.2669
F: -7.9954 -2.8114 0.0097  -0.3274
C: -6.8214 -2.3240 0.3908  0.9911
C: -6.4250 -1.0594 -0.0098  -0.1032
F: -7.2196 -0.3250 -0.7888  -0.3454
C: -5.1923 -0.5720 0.3858  0.6793
F: -4.8627 0.6582 -0.0467  -0.3731
C: -4.3148 -1.2976 1.1739  -0.6160
Se: -2.6124 -0.6731 1.7785  -0.2124
C: -4.7460 -2.5611 1.5635  0.5967
F: -3.9606 -3.3392 2.3093  -0.4184
C: -5.9739 -3.0761 1.1863  0.1161
F: -6.3363 -4.2990 1.5676  -0.3505

x) Density functional theory data (ωB97M-V with the def2-TZVPD basis set) for a molecular structure, C36H27F5N4OPSSeSn.

HOMO level	-10.0974	eV
frontier orbital gap	6.87	eV
lowest unoccupied orbital energy	-3.23	eV
charge	+1

Last column: Mulliken charge in e.
CARTESIAN COORDINATES (ANGSTROEM)
Sn: -1.5646 -0.4113 1.1587  0.4704
N: -1.5928 -2.7079 -1.8910  -0.2611
C: -1.2566 -2.0545 -3.0805  0.5002
C: -1.4020 -2.7347 -4.2949  -0.5173
C: -1.1293 -2.1082 -5.4922  -0.6384
C: -0.7089 -0.7795 -5.5181  -0.8883
C: -0.5741 -0.1021 -4.3253  -0.3007
C: -0.8405 -0.7228 -3.0986  0.3953
P: -0.7320 0.3130 -1.5969  0.4128
C: -2.1211 1.4464 -1.8816  1.0989
C: -3.3716 0.8277 -1.7826  -0.8191
C: -4.5353 1.5682 -1.9205  -0.7090
C: -4.4610 2.9375 -2.1498  -0.5724
C: -3.2228 3.5535 -2.2566  -0.7188
C: -2.0532 2.8132 -2.1214  -0.3958
C: 0.8987 1.0986 -1.7758  0.7639
C: 1.2105 2.4017 -1.4004  -0.2473
C: 2.5281 2.8476 -1.4459  -1.0507
C: 3.5460 1.9968 -1.8488  -0.6326
C: 3.2461 0.6884 -2.2143  -0.7053
C: 1.9354 0.2444 -2.1763  -0.4759
H: -1.1584 -2.3552 -1.0552  -0.0421
H: -1.5602 -3.7132 -1.9395  0.3058
H: -1.7399 -3.7656 -4.2834  0.3673
H: -1.2532 -2.6550 -6.4191  0.4056
H: -0.4951 -0.2846 -6.4567  0.4420
H: -0.2547 0.9341 -4.3325  0.3681
H: -3.4348 -0.2451 -1.6207  0.3871
H: -5.4985 1.0776 -1.8544  0.4380
H: -5.3681 3.5208 -2.2523  0.4073
H: -3.1594 4.6190 -2.4443  0.4544
H: -1.1007 3.3144 -2.2302  0.3677
H: 0.4461 3.0761 -1.0401  0.1883
H: 2.7526 3.8686 -1.1594  0.4551
H: 4.5692 2.3520 -1.8862  0.4368
H: 4.0337 0.0150 -2.5301  0.4536
H: 1.7129 -0.7726 -2.4756  0.4650
N: 2.3923 -2.8983 1.5614  -0.0265
C: 3.5528 -2.0925 1.4314  -0.0341
C: 4.7990 -2.6894 1.3921  -0.5938
C: 5.9389 -1.9068 1.2489  -0.6531
C: 5.8223 -0.5321 1.1433  -0.8600
C: 4.5646 0.0611 1.1845  -0.6205
C: 3.4318 -0.7183 1.3338  0.7302
S: 1.8637 0.0924 1.4411  0.1254
N: 0.7527 -1.2264 1.4154  0.1173
C: 1.1162 -2.4550 1.5330  0.9158
C: 0.0601 -3.5184 1.6712  0.1377
C: 0.3300 -4.7982 2.1258  -0.9959
C: -0.7201 -5.7004 2.2272  -0.5194
C: -1.9965 -5.2948 1.8847  -0.7797
C: -2.1748 -3.9855 1.4612  -0.4226
N: -1.1668 -3.1264 1.3565  0.2978
H: 2.5438 -3.8895 1.5668  0.1250
H: 4.8847 -3.7694 1.4725  0.4085
H: 6.9123 -2.3795 1.2219  0.4010
H: 6.7040 0.0854 1.0291  0.4210
H: 4.4638 1.1385 1.1018  0.4580
H: 1.3197 -5.1026 2.4388  0.4841
H: -0.5363 -6.7078 2.5796  0.4539
H: -2.8398 -5.9694 1.9493  0.4388
H: -3.1557 -3.6091 1.1889  0.4990
O: -1.7234 -0.5788 3.7415  -0.4334
H: -1.4223 0.2449 4.1435  0.3124
H: -2.0636 -1.1313 4.4518  0.2616
F: -1.7711 6.3478 5.5062  -0.2843
C: -1.5656 5.3858 4.6166  0.7042
C: -1.2200 4.1184 5.0337  0.0920
F: -1.0882 3.8585 6.3314  -0.2896
C: -1.0071 3.1309 4.0963  0.1494
F: -0.6372 1.9314 4.5852  -0.4737
C: -1.1267 3.3571 2.7355  -0.0885
Se: -0.7491 2.1112 1.3497  0.2545
C: -1.4710 4.6422 2.3481  0.2350
F: -1.6000 4.9560 1.0598  -0.2289
C: -1.6898 5.6480 3.2692  -0.0443
F: -2.0184 6.8682 2.8642  -0.2833

Most stable of them? w).

w) Density functional theory data (ωB97M-V with the def2-TZVPD basis set) for a single C2H3F2IO molecule.

HOMO level	-9.9662	eV
structure (SMILES)	OC(F)(F)CI
frontier orbital gap	10.09	eV
lowest unoccupied orbital energy	0.13	eV

Last column: Mulliken charge in e.
CARTESIAN COORDINATES (ANGSTROEM)
O: -0.9278 -1.3623 -0.2526  -0.5106
C: -0.0049 -0.1479 -0.5046  0.7614
F: -0.5935 0.6637 -1.3831  -0.2339
F: 1.1308 -0.6032 -1.1392  -0.2389
C: 0.2602 0.4650 0.8735  -1.0928
I: 1.7695 2.0141 0.6751  0.1025
H: -1.5903 -1.5342 -0.9230  0.3069
H: -0.6222 0.8053 1.1661  0.4532
H: 0.5781 -0.3004 1.4880  0.4523

x) Density functional theory data (ωB97M-V with the def2-TZVPD basis set) for 2 unconnected molecules or ions with the total composition C2H3F2IO.

HOMO level (alpha / beta)	-8.3622 / -8.5812	eV
frontier orbital gap (alpha / beta)	8.34 / 8.51	eV
lowest unoccupied orbital energy (alpha / beta)	-0.02 / -0.07	eV

Last column: Mulliken charge in e.
CARTESIAN COORDINATES (ANGSTROEM)
C: 0.0580 1.1327 0.2804  -0.3825
C: -0.2571 -1.2891 0.0526  0.1738
O: 1.1719 1.4365 -0.3534  -0.4179
F: 0.4213 -2.0489 0.9708  -0.2574
F: 0.3903 -1.4609 -1.0792  -0.2096
I: -1.9384 1.7181 -0.1441  0.0297
H: 0.1096 1.2092 1.3398  0.4190
H: -1.2318 -1.6271 0.1369  0.2374
H: 1.2762 0.9296 -1.2037  0.4074

Most stable of them? w).

w) Density functional theory data (ωB97M-V with the def2-TZVPD basis set) for a gas-phase ion, C6H12N3 (charge +1).

HOMO level	-14.3214	eV
structure (SMILES)	[H]/N=C1/C(=[NH2+])NCC[C@H]1C
frontier orbital gap	9.95	eV
lowest unoccupied orbital energy	-4.37	eV
charge	+1

Last column: Mulliken charge in e.
CARTESIAN COORDINATES (ANGSTROEM)
H: -0.1989 -0.5388 -2.9878  0.3007
N: 0.0762 0.2641 -2.4249  -0.7153
C: 0.1164 0.0984 -1.1715  0.4493
C: 0.5191 1.3488 -0.2462  0.1899
N: 0.5599 2.4624 -0.9385  -0.2932
N: 0.5305 1.2790 1.0821  -0.1598
C: 0.3183 0.1111 1.7949  -0.4400
C: 0.7325 -1.0426 0.8982  -1.0538
C: -0.1385 -1.1961 -0.3307  0.2140
C: -1.6549 -1.3340 -0.2516  -1.2048
H: 0.3085 2.3345 -1.8464  0.2409
H: 1.0482 3.2226 -0.4546  0.2698
H: 0.8424 2.0668 1.6346  0.2539
H: -0.7686 0.0155 1.8756  0.2877
H: 0.7306 0.0049 2.8779  0.3955
H: 1.8185 -1.0047 0.5920  0.3140
H: 0.5763 -1.9305 1.5627  0.3466
H: 0.1837 -2.0403 -0.9961  0.5104
H: -1.8963 -0.3013 -0.1842  0.4047
H: -1.7635 -1.9223 0.6458  0.3490
H: -1.9403 -1.8978 -1.1311  0.3405

x) Density functional theory data (ωB97M-V with the def2-TZVPD basis set) for a gas-phase ion, C6H12N3 (charge +1).

HOMO level	-13.3125	eV
structure (SMILES)	CC(C)(N)c1[nH]cc[nH+]1
frontier orbital gap	10.61	eV
lowest unoccupied orbital energy	-2.70	eV
charge	+1

Last column: Mulliken charge in e.
CARTESIAN COORDINATES (ANGSTROEM)
C: -0.0380 1.7491 0.6909  -1.8486
C: 0.5457 0.3795 0.1257  1.7241
C: 1.3852 0.3228 -1.1833  -1.7018
N: 1.3790 -0.0487 1.2242  -0.6645
C: -0.6251 -0.7057 -0.0181  -0.1982
N: -1.0343 -1.5141 0.9436  0.0477
C: -2.1770 -2.1350 0.5485  -0.6567
C: -2.4288 -1.7714 -0.7311  -0.1688
N: -1.4291 -0.8807 -1.0669  -0.0327
H: 0.8124 2.3442 0.7932  0.5269
H: -0.5894 2.2295 0.0268  0.5136
H: -0.5596 1.6715 1.6087  0.4165
H: 1.9312 1.1862 -1.3372  0.4620
H: 2.1181 -0.3507 -1.0947  0.4623
H: 0.7594 0.1341 -1.9821  0.3350
H: 1.8179 0.6089 1.8171  0.1691
H: 1.8536 -0.9239 1.1529  0.2030
H: -0.4443 -1.5513 1.7733  0.2709
H: -2.7067 -2.7702 1.1384  0.4974
H: -3.1376 -1.9023 -1.5156  0.4511
H: -1.4833 -0.5778 -2.0055  0.1915

y) Density functional theory data (ωB97M-V with the def2-TZVPD basis set) for a gas-phase ion, C6H12N3 (charge +1).

HOMO level (alpha / beta)	-11.8182 / -11.8186	eV
frontier orbital gap (alpha / beta)	7.78 / 7.78	eV
lowest unoccupied orbital energy (alpha / beta)	-4.04 / -4.04	eV
charge	+1

Last column: Mulliken charge in e.
CARTESIAN COORDINATES (ANGSTROEM)
C: 1.5688 1.7314 -1.0195  0.7603
C: -0.8659 0.1221 -0.3597  -0.4525
C: 1.1666 -0.7401 -1.0854  -0.5545
C: 1.8921 3.0770 -0.6434  -1.0117
C: 0.2133 -2.0325 0.6238  -0.8277
C: -2.5955 -0.7534 1.1475  -0.9390
N: 1.6661 0.5498 -1.0698  -0.0159
N: -0.0391 -0.9436 -0.2264  0.1012
N: -2.0200 0.2238 0.1927  0.0203
H: 0.8385 -0.9547 -2.1350  0.3236
H: 2.0388 -1.4224 -0.9198  0.4352
H: 2.0208 3.2591 0.4421  0.3098
H: 1.2185 3.8371 -1.0137  0.3184
H: 2.9677 3.2249 -0.9985  0.3484
H: 0.2786 -2.9815 0.0508  0.3273
H: 1.1683 -2.0620 1.1855  0.3308
H: -0.5944 -2.1415 1.4796  0.2616
H: -3.6846 -0.5691 1.0020  0.3217
H: -2.3442 -0.6565 2.1439  0.3803
H: -2.2991 -1.8028 0.9493  0.3115
H: -2.5951 1.0350 0.2540  0.2509

Most stable of them? x).

w) Density functional theory data (ωB97M-V with the def2-TZVPD basis set) for 2 unconnected molecules or ions with the total composition C6H12N3.

HOMO level	-13.5950	eV
frontier orbital gap	9.84	eV
lowest unoccupied orbital energy	-3.76	eV
charge	+1

Last column: Mulliken charge in e.
CARTESIAN COORDINATES (ANGSTROEM)
C: 2.0051 1.1554 -0.3268  -0.6033
C: 2.1375 -0.1525 0.0347  0.6533
C: 0.0621 0.4626 0.3769  -0.0559
C: 3.3210 -1.0375 0.0561  -1.1855
C: -2.8793 -0.0990 -0.9595  -1.0139
C: -2.5689 -0.4207 0.4992  -0.3217
N: 0.7001 1.5157 -0.0927  0.0375
N: 0.8964 -0.5539 0.4820  0.0251
N: -1.7565 0.5164 1.1895  -0.3145
H: 2.7240 1.8386 -0.7287  0.4210
H: 3.0435 -2.0753 -0.1197  0.3632
H: 4.0376 -0.7290 -0.7015  0.3440
H: 3.8107 -0.9749 1.0302  0.2951
H: -3.3446 0.8820 -1.0406  0.3020
H: -1.9635 -0.1038 -1.5524  0.2916
H: -3.5665 -0.8352 -1.3751  0.3594
H: -3.5050 -0.4140 1.0800  0.3571
H: -2.1357 -1.4178 0.6116  0.2901
H: 0.3202 2.4405 -0.2394  0.2220
H: 0.6641 -1.4746 0.8276  0.2538
H: -2.0022 1.4769 0.9485  0.2797

x) Density functional theory data (ωB97M-V with the def2-TZVPD basis set) for a molecular structure, C6H12N3.

HOMO level	-13.8932	eV
frontier orbital gap	10.39	eV
lowest unoccupied orbital energy	-3.50	eV
charge	+1

Last column: Mulliken charge in e.
CARTESIAN COORDINATES (ANGSTROEM)
C: 3.0947 -0.2497 0.8653  -0.5157
C: 3.9713 0.6809 0.0384  0.0751
C: -2.4812 -0.7552 -0.6584  -0.6176
C: -3.2628 0.0878 0.0473  0.1040
C: -1.1719 -0.9497 -0.1871  0.4056
C: -4.7169 0.2507 -0.1666  -1.1955
N: 2.3270 -1.2623 0.0592  -0.5459
N: -0.1119 -0.9984 0.2750  -0.2191
N: 3.9790 0.4746 -1.1808  -0.5616
H: 3.6756 -0.7929 1.6745  0.3073
H: 4.5113 1.4470 0.6903  0.3311
H: -2.6626 -1.4267 -1.4701  0.3155
H: -2.8657 0.5287 0.9022  0.3761
H: -4.9409 -0.2971 -0.9508  0.4101
H: -5.3523 -0.2310 0.6748  0.2894
H: -5.1357 1.2874 -0.3528  0.3213
H: 1.1224 -1.0594 0.2938  0.5216
H: 2.4655 -2.1970 0.3556  0.3061
H: 2.2708 0.3262 1.3554  0.2516
H: 4.5010 1.1303 -1.8638  0.2831
H: 2.7227 -1.1085 -0.9338  0.3577

y) Density functional theory data (ωB97M-V with the def2-TZVPD basis set) for a gas-phase ion, C6H12N3 (charge +1).

HOMO level	-11.7024	eV
frontier orbital gap	7.32	eV
lowest unoccupied orbital energy	-4.38	eV
charge	+1

Last column: Mulliken charge in e.
CARTESIAN COORDINATES (ANGSTROEM)
C: -0.0825 -1.2626 -0.4269  -0.5849
C: -1.4304 0.6698 1.4064  0.0711
C: 1.9615 -2.5674 0.1725  -0.1986
C: -1.2848 -0.6185 2.2501  -0.9979
C: 0.5020 1.6210 -2.1877  -1.3279
C: 1.0343 0.8235 -1.0337  -0.2554
N: 0.9037 -1.9931 0.0836  0.0266
N: 0.0648 0.0836 -0.3207  0.2711
N: -0.8565 0.8653 0.2561  -0.1889
H: -0.7759 -1.8368 -0.9194  0.4654
H: -2.1820 1.3110 1.8275  0.4312
H: 2.3293 -3.1758 0.9849  0.3155
H: -1.7556 -0.6724 3.2002  0.3926
H: -0.2067 -0.6471 2.5110  0.2945
H: -1.5124 -1.4052 1.5526  0.3395
H: -0.1463 1.1350 -2.8233  0.3702
H: 0.0104 2.4448 -1.6480  0.4247
H: 1.3201 1.9683 -2.7450  0.3689
H: 1.7769 0.0461 -1.3919  0.3270
H: 1.4885 1.6130 -0.3440  0.2156
H: -1.1583 1.5974 -0.4042  0.2398

Most stable of them? w).